The following is a DFT calculation (ωB97M-V/def2-TZVPD) of a molecular structure, C45H50N4O6P2S2Se2W.

Computed properties:
LUMO energy (alpha / beta): -1.19 / -1.18 eV
Total charge: 0
E: -238483.5764 eV
Kohn-Sham gap (alpha / beta): 5.84 / 5.84 eV
E_HOMO (alpha / beta): -7.026 / -7.026 eV

```
112
C45H50N4O6P2S2Se2W ωB97M-V/def2-TZVPD
W -0.33 -0.01 0.81
Se 0.67 -0.53 2.79
P -2.13 1.47 1.79
Se -2.01 1.91 -0.31
C -1.76 2.84 2.91
C -2.08 4.15 2.57
C -1.82 5.18 3.47
C -1.26 4.89 4.70
C -0.94 3.59 5.04
C -1.19 2.56 4.15
C -3.83 1.00 2.23
C -4.21 0.97 3.58
C -5.49 0.61 3.93
C -6.42 0.30 2.94
C -6.06 0.35 1.61
C -4.77 0.70 1.25
H -2.50 4.37 1.60
H -2.06 6.20 3.20
H -1.05 5.70 5.40
H -0.48 3.37 6.00
H -0.91 1.54 4.39
H -3.49 1.23 4.35
H -5.78 0.58 4.97
H -7.43 0.02 3.22
H -6.78 0.11 0.84
H -4.48 0.73 0.21
O 4.68 -2.12 0.34
C 3.40 -1.86 -0.08
O 2.91 -0.61 0.41
C 2.44 -2.82 0.63
P 0.64 -2.52 0.32
C 0.43 -3.30 -1.33
C 0.29 -2.52 -2.47
C 0.25 -3.12 -3.73
C 0.36 -4.50 -3.85
C 0.51 -5.28 -2.71
C 0.55 -4.68 -1.46
C -0.10 -3.76 1.43
C 0.50 -4.16 2.62
C -0.10 -5.10 3.44
C -1.32 -5.65 3.07
C -1.93 -5.26 1.89
C -1.33 -4.32 1.07
H 2.63 -2.68 1.70
H 2.66 -3.85 0.36
H 0.26 -1.45 -2.40
H 0.15 -2.50 -4.61
H 0.35 -4.96 -4.82
H 0.62 -6.35 -2.80
H 0.67 -5.30 -0.58
H 1.45 -3.74 2.93
H 0.38 -5.40 4.36
H -1.79 -6.39 3.71
H -2.89 -5.68 1.61
H -1.82 -4.01 0.16
C 1.61 1.52 -3.95
N 1.02 2.56 -1.24
C 1.03 3.19 -0.04
S 0.87 2.23 1.34
N 3.60 2.29 -1.72
C 4.94 2.10 -2.35
H 1.07 1.26 -4.85
H 2.63 1.12 -4.04
H 1.64 2.62 -3.89
H 0.59 3.08 -1.99
H 3.70 2.79 -0.82
H 5.43 3.07 -2.44
H 4.80 1.64 -3.33
H 5.53 1.43 -1.73
C -2.37 -1.81 3.26
C -2.79 -1.79 1.83
C -3.88 -2.44 1.33
C -3.89 -2.26 -0.07
C -2.81 -1.48 -0.40
C -2.47 -1.00 -1.77
N -2.10 -1.18 0.77
H -3.17 -2.25 3.84
H -2.16 -0.81 3.66
H -1.47 -2.41 3.41
H -4.59 -3.00 1.92
H -4.62 -2.63 -0.78
H -2.50 -1.83 -2.48
H -1.48 -0.55 -1.83
H -3.17 -0.24 -2.10
C 7.05 1.50 -5.98
C 6.43 0.50 -5.04
C 5.16 -0.03 -5.28
C 4.61 -0.98 -4.43
C 5.30 -1.39 -3.31
C 6.57 -0.88 -3.05
C 7.12 0.06 -3.91
S 4.61 -2.76 -2.34
O 3.78 -3.46 -3.37
O 5.56 -1.45 -0.61
N 3.33 -1.92 -1.53
C 3.50 0.54 -0.09
C 2.89 0.98 -1.43
C 1.34 1.17 -1.55
O 0.90 0.94 -2.88
O 0.72 0.20 -0.82
H 6.39 1.73 -6.81
H 7.99 1.12 -6.39
H 7.28 2.44 -5.46
H 4.62 0.29 -6.17
H 3.65 -1.44 -4.65
H 7.09 -1.22 -2.16
H 8.11 0.44 -3.71
H 2.50 -2.39 -1.87
H 4.57 0.37 -0.24
H 3.33 1.33 0.66
H 3.21 0.27 -2.18
H 3.01 2.90 -2.28
```



The following is a DFT calculation (ωB97M-V/def2-TZVPD) of 10 unconnected molecules or ions with the total composition C25H60F15N5O20S5 at a distorted geometry.

Computed properties:
LUMO energy: -1.96 eV
Total charge: 0
E: -170230.6283 eV
Kohn-Sham gap: 5.98 eV
E_HOMO: -7.947 eV

```
130
C25H60F15N5O20S5 ωB97M-V/def2-TZVPD
C -6.45 4.63 1.84
C -5.09 5.18 1.22
C -4.65 4.21 0.13
O -4.14 2.93 0.53
C -2.84 2.82 1.12
N -5.51 6.59 0.72
H -5.96 6.42 -0.17
H -6.06 7.11 1.38
H -4.68 7.10 0.44
H -6.71 5.21 2.73
H -6.31 3.72 2.42
H -7.29 4.67 1.16
H -4.35 5.41 1.99
H -3.80 4.65 -0.38
H -5.42 4.17 -0.64
H -2.35 3.76 1.39
H -2.17 2.28 0.45
H -2.90 2.20 2.02
C -0.16 -2.87 -3.14
C -0.76 -2.13 -4.40
C -2.26 -2.56 -4.51
O -2.96 -2.57 -3.34
C -3.93 -1.57 -3.20
N -0.62 -0.62 -4.26
H -1.05 -0.14 -5.03
H -1.09 -0.45 -3.38
H 0.37 -0.44 -4.23
H 0.88 -2.63 -2.91
H -0.44 -3.92 -3.09
H -0.67 -2.43 -2.29
H -0.15 -2.30 -5.29
H -2.36 -3.63 -4.71
H -2.76 -1.98 -5.28
H -3.39 -0.64 -3.02
H -4.52 -1.69 -2.29
H -4.70 -1.47 -3.97
C 5.45 -2.84 -1.28
C 5.08 -2.09 -2.57
C 5.01 -2.95 -3.84
O 4.51 -2.19 -4.96
C 4.56 -2.91 -6.19
N 3.78 -1.27 -2.26
H 3.31 -1.03 -3.12
H 3.08 -1.54 -1.58
H 4.00 -0.35 -1.89
H 6.45 -3.27 -1.32
H 4.76 -3.69 -1.24
H 5.29 -2.32 -0.33
H 5.79 -1.28 -2.71
H 4.34 -3.76 -3.54
H 5.92 -3.50 -4.08
H 3.84 -2.44 -6.86
H 4.25 -3.95 -6.11
H 5.54 -2.88 -6.68
C 0.50 -2.47 5.04
C -0.71 -3.33 4.69
C -1.55 -3.51 5.93
O -2.33 -2.35 6.16
C -3.48 -2.64 6.95
N -1.43 -2.58 3.50
H -1.62 -1.60 3.68
H -0.83 -2.60 2.69
H -2.30 -3.02 3.24
H 0.13 -1.53 5.45
H 1.06 -2.01 4.23
H 0.99 -2.82 5.95
H -0.58 -4.36 4.37
H -0.93 -3.87 6.75
H -2.20 -4.38 5.82
H -3.85 -3.65 6.75
H -4.28 -1.95 6.68
H -3.38 -2.64 8.03
C 1.65 5.52 -0.80
C 2.86 4.70 -0.33
C 3.19 4.73 1.26
O 4.25 3.82 1.50
C 4.79 3.80 2.77
N 2.62 3.21 -0.85
H 1.79 2.73 -0.52
H 2.39 3.15 -1.83
H 3.37 2.59 -0.57
H 0.74 5.06 -0.40
H 1.51 5.45 -1.88
H 1.69 6.56 -0.51
H 3.74 5.12 -0.81
H 2.28 4.61 1.85
H 3.51 5.74 1.54
H 5.73 3.26 2.88
H 4.05 3.24 3.35
H 5.01 4.73 3.30
C 1.19 2.21 3.96
F 2.11 1.23 4.13
F 1.65 3.36 4.43
F 0.97 2.34 2.66
S -0.50 1.79 4.87
O 0.00 1.70 6.19
O -1.34 2.98 4.59
O -1.05 0.56 4.23
C 1.09 -4.70 0.38
F 0.91 -4.41 -0.92
F -0.10 -4.38 1.03
F 1.33 -5.98 0.60
S 2.59 -3.66 1.00
O 3.71 -4.61 0.95
O 2.71 -2.46 0.10
O 2.22 -3.27 2.36
C 3.31 2.20 -6.04
F 4.48 1.90 -5.43
F 3.48 3.48 -6.53
F 3.23 1.35 -7.10
S 1.84 1.99 -4.77
O 1.83 0.53 -4.45
O 2.18 2.83 -3.57
O 0.59 2.49 -5.35
C -0.24 -0.46 0.76
F -0.45 -1.81 0.44
F -1.35 -0.10 1.42
F 0.90 -0.29 1.53
S 0.01 0.57 -0.91
O 0.12 1.94 -0.46
O 1.14 0.02 -1.66
O -1.26 0.25 -1.60
C -3.91 -3.35 0.22
F -3.89 -2.09 0.53
F -4.81 -3.54 -0.78
F -2.59 -3.79 -0.13
S -4.46 -4.41 1.77
O -5.66 -3.72 2.35
O -4.76 -5.73 1.22
O -3.28 -4.43 2.67
```



> What is the formula in the second record?

C25H60F15N5O20S5



> What is the formula in the first record?

C45H50N4O6P2S2Se2W



> E of number 1 (C45H50N4O6P2S2Se2W)?

-238483.5764 eV